No. 1
Entry from the Open Molecules 2025 dataset: one molecule with the formula C13H19NO3S (ωB97M-V/def2-TZVPD).

orbital gap	10.40	eV
LUMO energy	0.7	eV
energy relative to the best compared isomer or geometry (same formula, charge and spin)	1.747	eV
maximum force	0.89	eV Å⁻¹
energy	-32256.590	eV
SMILES	CO[C@H]1CCCC[C@H]1NS(=O)(=O)c1ccccc1

```
37
Properties=species:S:1:pos:R:3:forces:R:3
C -2.88209 -2.40495 -0.80377 0.042 -0.098 -0.092
O -2.95833 -1.36662 0.14979 -0.105 0.128 0.172
C -2.45212 -0.11427 -0.26338 0.167 0.070 0.080
C -2.88295 0.89431 0.81675 0.144 -0.090 -0.066
C -1.80981 1.94080 1.10866 -0.190 0.194 -0.135
C -1.16603 2.38067 -0.19920 0.173 -0.023 0.152
C -0.33731 1.22945 -0.77543 -0.210 0.065 -0.113
C -0.92179 -0.15327 -0.43796 -0.090 0.120 -0.761
N -0.31679 -0.69673 0.76861 0.533 -0.684 0.195
S 0.83282 -1.88414 0.51734 -0.186 0.216 0.117
O 0.97599 -2.58812 1.75633 0.008 0.191 0.177
O 0.54534 -2.63928 -0.67555 0.269 0.253 0.001
C 2.27891 -0.87816 0.22706 -0.410 -0.341 -0.064
C 2.79542 -0.15683 1.28537 0.097 0.071 0.159
C 3.89069 0.66308 1.07133 -0.101 -0.060 0.073
C 4.45094 0.74946 -0.19466 0.021 0.002 -0.087
C 3.92545 0.01714 -1.24737 0.027 0.028 0.025
C 2.82917 -0.80411 -1.03612 -0.072 -0.129 -0.126
H -3.30249 -2.08344 -1.76381 -0.007 -0.023 0.004
H -1.85544 -2.75257 -0.95453 -0.077 0.023 -0.019
H -3.48048 -3.22072 -0.40215 0.023 -0.032 -0.096
H -2.88869 0.15534 -1.23940 0.107 -0.032 0.106
H -3.79961 1.38633 0.48833 -0.042 -0.018 0.048
H -3.12082 0.32945 1.71855 -0.081 -0.023 0.001
H -1.03920 1.52130 1.75562 0.006 0.063 0.118
H -2.26339 2.79104 1.62022 0.055 -0.021 0.079
H -0.52514 3.24887 -0.04060 -0.043 0.054 -0.076
H -1.94989 2.67001 -0.90218 -0.036 0.098 -0.039
H 0.67336 1.26224 -0.36599 0.011 0.016 -0.084
H -0.26078 1.33485 -1.85853 0.081 -0.006 -0.038
H -0.68035 -0.84015 -1.25951 -0.208 0.175 0.062
H -1.01516 -1.04928 1.41092 -0.012 -0.298 0.211
H 2.33524 -0.25644 2.25511 0.000 0.072 0.180
H 4.30794 1.23327 1.88742 0.022 0.031 0.077
H 5.30474 1.38961 -0.36023 0.067 0.053 -0.014
H 4.36860 0.08507 -2.22929 0.026 -0.005 -0.080
H 2.39404 -1.39320 -1.82775 -0.008 -0.040 -0.146
```
Positions in Å, forces in eV/Å.

***

No. 2
Entry from the Open Molecules 2025 dataset: C13H20BrCl3N3O3RuSi as an isolated structure at a distorted geometry (ωB97M-V/def2-TZVPD).

orbital gap (spin up / spin down)	7.87 / 6.91	eV
charge	+2
LUMO energy (spin up / spin down)	-7.2 / -8.1	eV
energy relative to the best compared isomer or geometry (same formula, charge and spin)	1.666	eV
maximum force	3.23	eV Å⁻¹
multiplicity	2
energy	-142476.301	eV

```
45
Properties=species:S:1:pos:R:3:forces:R:3
Ru 0.30405 0.50493 1.05711 0.893 -0.321 -3.086
C 1.20287 -2.39799 -2.81092 -0.009 -0.053 0.049
N 1.87269 -1.10989 -2.59632 -0.165 -0.130 -0.066
C 2.93644 -0.80580 -3.55511 0.043 0.000 -0.033
C 1.55586 -0.35678 -1.56910 0.176 0.058 0.008
O 0.71062 -0.70825 -0.70853 -0.475 -0.351 0.902
C 2.26333 0.96220 -1.35404 0.294 -0.019 0.095
O 1.62176 1.70901 -0.32020 -0.212 -0.102 -0.092
C 0.86791 2.85294 -0.76934 -0.016 0.227 0.149
C -0.61175 2.52427 -0.83079 0.046 -0.142 0.099
O -0.96615 1.34612 -0.54649 -0.019 0.390 0.432
N -1.44604 3.47817 -1.16015 -0.163 -0.012 -0.060
C -2.88800 3.21246 -1.22134 -0.039 -0.008 0.026
C -1.00423 4.86077 -1.38024 0.100 0.002 -0.094
H 0.74591 -2.40298 -3.79905 0.025 0.041 -0.015
H 0.43779 -2.54506 -2.05867 -0.002 -0.007 0.010
H 1.93208 -3.20536 -2.75604 0.034 0.024 0.008
H 2.56651 -0.97821 -4.56376 -0.052 0.045 0.007
H 3.78265 -1.47222 -3.38702 -0.011 -0.008 0.046
H 3.28220 0.21973 -3.48050 -0.024 0.001 0.008
H 2.31769 1.55109 -2.26578 -0.019 0.042 0.004
H 3.28068 0.75395 -1.01443 0.027 0.059 -0.040
H 1.22933 3.20906 -1.73401 0.115 -0.110 -0.008
H 1.02852 3.63302 -0.03088 0.093 0.067 -0.024
H -3.06283 2.14261 -1.23362 0.007 -0.008 0.007
H -3.29383 3.65699 -2.12731 0.041 0.004 -0.019
H -3.38369 3.65350 -0.35652 0.034 0.016 0.014
H -0.47098 5.24622 -0.51181 -0.033 -0.016 0.029
H -1.88269 5.47702 -1.54058 -0.017 -0.012 0.016
H -0.37023 4.94558 -2.26300 -0.016 -0.040 -0.014
Br -5.15999 -0.29541 0.34217 -0.062 -0.037 -0.045
C -3.72754 -0.21967 1.54276 -0.024 -0.103 0.022
C -3.92617 0.04346 2.88981 0.030 0.049 0.082
C -2.82293 0.09881 3.72727 -0.127 -0.029 -0.009
C -1.56391 -0.06187 3.19222 -0.038 -0.365 0.061
N -1.38281 -0.30351 1.88039 0.243 0.483 0.229
C -2.44678 -0.40122 1.06646 0.047 -0.236 0.017
H -4.92342 0.20461 3.27696 -0.006 -0.027 -0.013
H -2.94126 0.28958 4.78418 0.040 -0.015 0.001
H -0.67915 -0.01868 3.81050 0.015 0.096 -0.035
H -2.26044 -0.63597 0.02956 0.041 0.142 -0.034
Cl 1.77166 -1.81240 3.69553 0.116 -0.146 0.067
Si 2.00832 -0.84805 1.96542 -1.061 0.795 0.689
Cl 0.08647 2.47004 2.11209 0.007 -0.244 0.834
Cl 3.75189 -1.35255 1.14868 0.125 0.002 -0.224
```
Positions in Å, forces in eV/Å.

***

No. 3
Entry from the Open Molecules 2025 dataset: a 3-piece molecular cluster, C13H20F3O6P overall at a distorted geometry (ωB97M-V/def2-TZVPD).

orbital gap	9.05	eV
LUMO energy	0.6	eV
maximum force	1.94	eV Å⁻¹
energy	-43527.912	eV
SMILES	C#CCPCCC(F)=C(F)F.COC(=O)OC.COC(=O)OC

```
43
Properties=species:S:1:pos:R:3:forces:R:3
C -0.84608 -0.01297 0.40540 0.455 -1.154 -0.884
C -0.23120 -0.90057 -0.14021 -0.476 0.836 0.470
C 0.51682 -1.93083 -0.84570 -0.487 0.389 -0.112
P -0.12092 -3.67101 -0.60119 0.969 -0.920 0.974
C -1.75235 -3.64504 0.27376 -0.502 0.179 -1.101
C -2.98664 -3.20032 -0.56367 -0.168 -0.126 0.502
C -3.35440 -1.77931 -0.36788 0.014 -0.534 -0.399
F -3.52174 -1.33842 0.87808 0.216 0.059 1.098
C -3.49373 -0.88466 -1.31337 0.240 -1.479 1.012
F -3.54076 -1.22773 -2.56227 0.190 0.357 -1.626
F -3.55846 0.37340 -1.06135 -0.520 1.839 -0.341
H -1.58988 0.68624 0.67339 0.000 0.405 0.408
H 1.54568 -1.89849 -0.49916 0.141 -0.201 -0.034
H 0.52380 -1.66158 -1.90090 0.066 -0.095 -0.107
H -0.42909 -4.12653 -1.90862 -0.405 0.551 0.076
H -1.65284 -3.08916 1.20432 0.046 0.122 -0.034
H -1.94576 -4.67959 0.55237 0.304 -0.114 0.085
H -3.84022 -3.83587 -0.31563 -0.035 -0.036 0.127
H -2.79073 -3.35534 -1.61920 -0.001 -0.020 -0.124
C -2.67336 1.34616 3.67083 -0.112 -0.268 -0.171
O -2.37008 2.20868 4.76764 -0.027 -0.023 0.042
C -1.71375 3.31543 4.42261 -0.029 -0.036 0.103
O -1.37886 3.61958 3.30862 0.014 0.023 -0.060
O -1.49306 4.02757 5.52777 -0.009 0.000 0.052
C -0.79166 5.25076 5.30443 0.123 0.242 0.070
H -3.20383 0.48737 4.07251 0.022 0.090 0.187
H -3.31705 1.85058 2.95137 0.110 0.050 -0.047
H -1.76011 1.00013 3.18943 0.002 0.105 -0.051
H -1.36149 5.90677 4.64850 0.055 -0.067 -0.096
H 0.19424 5.05779 4.88486 -0.062 -0.003 -0.114
H -0.67658 5.73112 6.27222 -0.091 -0.149 0.068
C 2.75933 1.58075 -3.81583 -0.224 0.170 0.012
O 4.08256 1.17344 -4.16877 0.006 0.031 -0.032
C 4.47000 0.02999 -3.60666 0.072 0.100 -0.083
O 3.81340 -0.64718 -2.86042 -0.073 -0.084 0.063
O 5.71089 -0.23296 -4.01382 0.030 0.014 -0.026
C 6.25781 -1.44076 -3.48335 0.196 -0.201 0.042
H 2.56722 2.51614 -4.33384 0.173 -0.020 -0.069
H 2.02987 0.84016 -4.13971 0.029 -0.058 0.105
H 2.68089 1.74716 -2.74280 -0.021 -0.128 0.007
H 5.66568 -2.30003 -3.79369 -0.074 0.030 0.100
H 6.31619 -1.39213 -2.39734 -0.123 -0.037 -0.003
H 7.26153 -1.53818 -3.88763 -0.036 0.162 -0.089
```
Positions in Å, forces in eV/Å.

***

No. 4
Entry from the Open Molecules 2025 dataset: a 3-piece molecular cluster, C13H20FN3O9P overall at a distorted geometry (ωB97M-V/def2-TZVPD).

orbital gap	6.31	eV
charge	+1
LUMO energy	-5.4	eV
maximum force	2.59	eV Å⁻¹
energy	-48702.367	eV

```
47
Properties=species:S:1:pos:R:3:forces:R:3
C -3.34336 -1.51360 -0.58932 0.843 0.569 -0.993
P -1.69752 -2.17941 -0.98422 0.868 -1.560 1.403
O -1.89322 -2.77549 -2.49946 -0.128 1.124 -0.111
C -0.73596 -0.55924 -1.09165 -1.409 -0.059 -0.291
C -0.05619 -0.06810 -2.37071 -0.306 0.488 0.602
N -1.09510 0.04145 -3.35107 0.462 0.716 -0.468
C 0.49142 1.27051 -1.78314 -0.222 -0.369 -0.902
C 0.84848 0.87184 -0.42323 0.671 0.660 -0.355
N 0.25250 -0.19523 -0.04419 0.325 -0.387 -0.103
C 0.50209 -0.83753 1.20442 -0.668 -0.640 1.116
O -0.32502 -1.50941 1.74295 0.707 0.632 -0.822
N 1.82923 -0.59103 1.75776 -1.031 -0.241 0.111
C 1.69712 0.15833 2.93944 1.135 -0.821 2.178
O 2.10873 -0.12793 4.03033 -0.648 0.679 -2.032
F 1.04487 1.27620 2.67158 -0.337 0.547 -0.065
H -3.29483 -1.09235 0.40203 -0.059 -0.134 0.517
H -4.07214 -2.29669 -0.67947 -0.356 -0.311 0.144
H -3.56082 -0.69708 -1.26922 -0.335 0.120 -0.292
H -1.05761 -3.14790 -2.78498 0.094 -0.499 -0.170
H -1.48897 0.21423 -0.96519 -0.433 0.120 0.077
H 0.80386 -0.64156 -2.69031 0.165 -0.596 0.008
H -0.91244 -0.54699 -4.14601 -0.092 -0.292 -0.160
H -1.14568 0.99149 -3.71286 -0.298 -0.076 -0.049
H 1.30433 1.72782 -2.32423 0.451 0.153 -0.060
H -0.32495 1.99452 -1.82306 -0.265 0.203 0.367
H 1.56591 1.36917 0.19468 0.345 0.115 0.376
H 2.14798 -1.50640 2.05552 0.418 -0.232 -0.078
C -5.54366 2.39836 -3.37201 -0.207 -0.032 0.068
C -4.84076 2.86648 -2.11614 -0.159 0.062 0.127
O -3.46641 2.55432 -2.40724 -0.022 -0.033 0.008
C -3.32885 2.50930 -3.75325 -0.292 0.050 0.016
O -2.28149 2.44171 -4.31575 0.338 0.105 -0.056
O -4.51871 2.54959 -4.36520 -0.016 -0.007 0.078
H -6.41354 2.99650 -3.62529 0.095 0.071 -0.166
H -5.83361 1.34772 -3.32592 0.055 -0.004 -0.008
H -4.93005 3.94174 -1.95973 0.038 0.005 -0.049
H -5.17211 2.34775 -1.22080 0.179 -0.086 0.010
C 4.79711 -1.72829 4.28130 -0.046 -0.124 0.044
C 5.46657 -0.73876 5.21110 -0.081 0.139 0.062
O 6.66763 -1.42526 5.56683 -0.124 -0.002 -0.101
C 6.95322 -2.32507 4.59102 -0.157 0.144 0.078
O 7.96078 -2.93043 4.50242 0.302 -0.192 -0.052
O 5.90721 -2.43094 3.72393 -0.066 0.093 0.056
H 4.22055 -1.24886 3.49948 0.121 -0.020 -0.162
H 4.16021 -2.43728 4.81497 0.007 0.032 0.022
H 5.72829 0.19554 4.70996 0.015 -0.026 -0.032
H 4.87490 -0.51372 6.09396 0.126 -0.085 0.106
```
Positions in Å, forces in eV/Å.

***

No. 5
Entry from the Open Molecules 2025 dataset: one molecule with the formula C13H20N2O4S at a distorted geometry (ωB97M-V/def2-TZVPD).

orbital gap	9.12	eV
LUMO energy	0.5	eV
energy relative to the best compared isomer or geometry (same formula, charge and spin)	3.591	eV
maximum force	3.75	eV Å⁻¹
energy	-35809.095	eV
SMILES	CO[C@@H]1C[C@H](OC)[C@@H]2C[C@@H]3C(=O)NC(=S)N[C@@H]3O[C@H]2C1

```
40
Properties=species:S:1:pos:R:3:forces:R:3
C -0.70760 -4.43775 -2.13299 -0.154 0.593 0.556
O -1.46542 -3.15408 -1.82613 1.114 -1.965 -0.393
C -0.64525 -2.11020 -1.29877 -0.574 -0.616 2.666
C -0.07453 -2.51253 0.12743 0.297 -1.095 -1.197
C 0.56754 -1.36501 0.90769 -0.789 0.020 0.818
O -0.24058 -1.06320 2.05032 -0.702 0.305 -1.838
C 0.19670 -1.59342 3.23419 1.101 -0.171 1.365
C 0.69587 -0.11036 0.08515 -0.684 -0.214 -1.260
C 1.29130 1.05107 0.77603 1.523 -0.377 1.190
C 1.30710 2.24674 -0.17320 -1.759 1.777 -0.584
C 1.35675 3.51448 0.66704 -0.246 -0.281 -1.720
O 2.35308 3.81687 1.21452 3.156 0.314 2.004
N 0.35712 4.44022 0.67758 -0.654 -0.552 -0.430
C -0.78477 4.37394 -0.08588 1.299 0.870 0.130
S -1.66692 5.71882 -0.18738 -1.611 1.166 -0.025
N -0.95944 3.27063 -0.80636 -0.799 -0.296 -0.302
C 0.16126 2.45363 -1.27573 -0.781 -2.195 0.400
O -0.44909 1.20207 -1.61415 0.084 0.110 0.208
C -0.71576 0.34525 -0.47890 1.129 -2.264 -1.269
C -1.50770 -0.89833 -0.95535 -0.268 -1.201 0.823
H -0.22776 -4.88017 -1.18452 -0.179 1.144 -1.483
H -0.00292 -4.28870 -3.03270 -0.821 -0.110 1.663
H -1.41226 -5.26100 -2.39148 -0.035 1.159 -0.104
H 0.09231 -1.84400 -2.01941 0.956 0.166 -0.513
H 0.70921 -3.27604 0.00863 -0.344 -0.040 0.015
H -0.92949 -2.96749 0.70297 0.862 0.530 -0.545
H 1.51758 -1.67867 1.34095 0.413 0.076 -0.486
H -0.66306 -1.97720 3.77676 0.002 0.094 0.340
H 0.67502 -0.73699 3.74704 -0.039 -0.731 0.604
H 0.94132 -2.43807 3.15912 -0.644 0.755 -0.204
H 1.40748 -0.32963 -0.75507 -1.019 -0.083 0.176
H 2.35859 0.76699 1.17312 -1.759 0.928 -0.864
H 0.69254 1.24605 1.66441 -0.031 0.281 0.113
H 2.16937 2.26229 -0.81051 0.863 -0.102 0.164
H 0.65972 5.35459 1.00023 -0.392 -0.248 0.128
H -1.88565 3.28219 -1.29238 1.577 -0.354 0.159
H 0.61278 2.83042 -2.24883 -0.590 -0.232 1.245
H -1.39784 0.72845 0.25551 0.311 1.214 0.609
H -2.28682 -1.25321 -0.20670 1.182 0.586 -0.404
H -2.09974 -0.72867 -1.79225 -0.996 1.035 -1.751
```
Positions in Å, forces in eV/Å.

***

No. 6
Entry from the Open Molecules 2025 dataset: C13H20N3O3STm as an isolated structure at a distorted geometry (ωB97M-V/def2-TZVPD).

orbital gap (spin up / spin down)	7.80 / 7.86	eV
charge	+2
LUMO energy (spin up / spin down)	-6.1 / -6.0	eV
energy relative to the best compared isomer or geometry (same formula, charge and spin)	0.242	eV
maximum force	1.01	eV Å⁻¹
multiplicity	3
energy	-64772.717	eV

```
41
Properties=species:S:1:pos:R:3:forces:R:3
Tm -0.97710 0.45442 -0.17601 -0.335 0.798 -0.516
C 0.89810 -4.20378 -2.09861 0.708 -0.227 -0.288
N -0.17210 -3.43298 -1.50301 -0.124 0.701 0.464
C -1.54340 -3.89568 -1.65111 -0.808 -0.043 0.051
C 0.03140 -2.30418 -0.86661 0.381 -0.441 -0.170
O -0.92120 -1.66168 -0.33221 -0.043 -0.482 -0.030
C 1.45080 -1.72548 -0.75791 -0.095 0.030 -0.306
O 1.37210 -0.41828 -0.17041 -0.270 -0.284 0.349
C 2.12780 -0.19678 1.02919 -0.006 0.227 -0.004
C 1.20320 0.47652 2.05789 0.631 -0.050 0.153
O 0.02600 0.75712 1.68649 0.196 0.033 0.234
N 1.63190 0.73702 3.26799 -0.446 -0.066 -0.598
C 2.98380 0.53712 3.73849 0.627 -0.170 0.215
C 0.72420 1.26452 4.27089 -0.555 0.236 0.317
H 0.49530 -5.13408 -2.48911 0.002 0.085 0.046
H 1.65780 -4.45368 -1.35881 0.014 -0.020 0.013
H 1.36640 -3.66548 -2.92401 -0.036 -0.001 -0.013
H -1.55690 -4.91938 -2.00961 0.123 0.024 0.003
H -2.08050 -3.26198 -2.36111 0.064 -0.058 0.035
H -2.06210 -3.85118 -0.69311 0.070 -0.015 -0.074
H 1.89730 -1.61668 -1.75741 -0.135 -0.108 0.244
H 2.08320 -2.39648 -0.16561 -0.069 0.122 -0.072
H 2.97940 0.45482 0.78469 -0.200 -0.159 0.127
H 2.50560 -1.14258 1.43369 -0.058 0.150 -0.071
H 3.65320 0.20812 2.95119 0.004 0.004 -0.054
H 2.99310 -0.20068 4.54229 -0.039 -0.003 -0.056
H 3.36020 1.47822 4.14439 -0.030 -0.052 -0.090
H -0.27190 1.37982 3.85279 0.119 0.008 0.068
H 1.07940 2.22912 4.62919 0.063 0.005 -0.034
H 0.68050 0.57132 5.11069 0.054 0.002 -0.006
S -0.82450 0.85592 -2.68731 0.349 -0.250 -0.276
C -1.76570 2.27162 -2.25761 -0.161 0.089 0.610
C -2.21490 3.18362 -3.20821 0.043 -0.134 0.087
C -2.93680 4.28642 -2.79871 0.128 -0.263 0.279
C -3.18770 4.45762 -1.43911 0.041 -0.118 0.126
C -2.72370 3.51762 -0.54481 -0.035 0.026 0.077
N -2.02940 2.42372 -0.92291 -0.072 0.187 -0.666
H -1.99230 2.99802 -4.24571 0.036 0.026 -0.117
H -3.29650 5.00332 -3.51891 -0.045 0.086 -0.087
H -3.74410 5.30592 -1.08081 -0.057 0.115 0.085
H -2.89980 3.62892 0.51889 -0.037 -0.010 -0.053
```
Positions in Å, forces in eV/Å.